(1)
{
  "formula": "C28H72F10N8O23PS10",
  "method": "ωB97M-V/def2-TZVPD",
  "charge": -1,
  "species": ["C", "C", "C", "O", "C", "N", "H", "H", "H", "H", "H", "H", "H", "H", "H", "H", "H", "H", "C", "C", "C", "O", "C", "N", "H", "H", "H", "H", "H", "H", "H", "H", "H", "H", "H", "H", "C", "C", "C", "O", "C", "N", "H", "H", "H", "H", "H", "H", "H", "H", "H", "H", "H", "H", "C", "C", "C", "C", "P", "C", "C", "C", "C", "C", "C", "C", "C", "C", "C", "C", "C", "H", "H", "H", "H", "H", "H", "H", "H", "H", "H", "H", "H", "H", "H", "H", "H", "H", "H", "H", "H", "H", "H", "H", "H", "H", "H", "H", "H", "H", "H", "H", "H", "H", "H", "H", "H", "N", "S", "O", "O", "F", "S", "O", "O", "F", "N", "S", "O", "O", "F", "S", "O", "O", "F", "N", "S", "O", "O", "F", "S", "O", "O", "F", "N", "S", "O", "O", "F", "S", "O", "O", "F", "N", "S", "O", "O", "F", "S", "O", "O", "F"],
  "xyz": [[0.202, 0.390, 1.507], [-1.133, 0.623, 0.822], [-1.123, 1.801, -0.145], [-2.250, 1.711, -1.000], [-2.011, 2.319, -2.265], [-1.426, -0.638, 0.030], [-2.273, -0.509, -0.526], [-0.654, -0.882, -0.602], [-1.680, -1.423, 0.650], [1.040, 0.308, 0.815], [0.184, -0.473, 2.170], [0.455, 1.261, 2.115], [-1.979, 0.707, 1.505], [-0.202, 1.867, -0.736], [-1.104, 2.785, 0.334], [-1.764, 3.376, -2.178], [-2.922, 2.235, -2.863], [-1.295, 1.771, -2.880], [-5.027, 4.369, 0.682], [-5.784, 3.867, -0.523], [-5.573, 4.708, -1.776], [-4.321, 4.364, -2.299], [-3.922, 5.134, -3.431], [-5.477, 2.416, -0.865], [-5.643, 1.831, -0.053], [-6.054, 2.136, -1.687], [-4.497, 2.384, -1.175], [-3.941, 4.372, 0.596], [-5.287, 3.795, 1.575], [-5.392, 5.387, 0.820], [-6.863, 3.809, -0.371], [-5.706, 5.782, -1.590], [-6.347, 4.558, -2.541], [-3.690, 6.156, -3.126], [-4.709, 5.132, -4.188], [-3.084, 4.598, -3.868], [3.148, 5.938, 3.395], [1.737, 5.903, 2.838], [0.988, 4.710, 3.443], [-0.411, 4.916, 3.381], [-1.093, 3.661, 3.480], [1.017, 7.216, 3.144], [0.989, 7.808, 2.319], [0.054, 7.033, 3.448], [1.382, 7.692, 3.968], [3.159, 5.780, 4.476], [3.614, 6.909, 3.194], [3.872, 5.239, 2.978], [1.743, 5.842, 1.733], [1.339, 4.604, 4.476], [1.356, 3.852, 2.881], [-2.062, 3.872, 3.025], [-1.239, 3.445, 4.541], [-0.634, 2.822, 2.968], [5.452, -1.811, -1.684], [5.250, -3.244, -2.170], [4.161, -4.019, -1.423], [2.771, -3.385, -1.387], [1.513, -4.262, -0.384], [1.285, -3.137, 1.061], [2.475, -3.131, 2.019], [2.248, -2.378, 3.341], [3.091, -1.103, 3.483], [2.084, -5.875, 0.228], [1.251, -6.465, 1.384], [1.810, -7.870, 1.707], [1.237, -8.893, 0.728], [0.058, -4.592, -1.367], [0.372, -5.395, -2.645], [-0.888, -5.571, -3.500], [-0.577, -5.643, -5.001], [6.089, -1.212, -2.334], [6.009, -1.771, -0.742], [4.504, -1.303, -1.532], [6.186, -3.808, -2.224], [5.040, -3.252, -3.247], [4.555, -4.230, -0.422], [4.050, -5.047, -1.785], [2.359, -3.233, -2.385], [2.687, -2.445, -0.841], [0.403, -3.511, 1.588], [1.086, -2.143, 0.655], [3.401, -2.786, 1.552], [2.617, -4.196, 2.225], [2.564, -3.109, 4.087], [1.179, -2.178, 3.428], [2.846, -0.680, 4.459], [2.911, -0.445, 2.634], [4.171, -1.223, 3.570], [3.075, -5.597, 0.602], [2.264, -6.549, -0.609], [0.196, -6.453, 1.112], [1.417, -5.866, 2.281], [1.520, -8.125, 2.727], [2.895, -7.762, 1.672], [1.420, -8.595, -0.303], [0.170, -9.083, 0.866], [1.625, -9.888, 0.963], [-0.378, -3.630, -1.639], [-0.590, -5.242, -0.774], [0.730, -6.407, -2.440], [1.133, -4.849, -3.203], [-1.627, -4.768, -3.415], [-1.484, -6.435, -3.197], [-1.498, -5.796, -5.574], [-0.108, -6.606, -5.225], [-0.125, -4.730, -5.377], [-2.383, -2.990, 1.208], [-2.283, -3.385, 2.834], [-1.228, -4.266, 3.212], [-3.520, -3.377, 3.550], [-1.716, -1.916, 3.224], [-3.557, -3.956, 0.770], [-4.856, -3.345, 0.744], [-3.444, -5.354, 1.110], [-3.237, -4.005, -0.783], [0.629, -1.018, -1.938], [-0.128, -1.277, -3.447], [0.174, -2.600, -3.886], [-0.226, -0.228, -4.399], [-1.608, -1.388, -2.862], [1.707, 0.040, -2.348], [1.224, 1.349, -2.664], [2.771, -0.538, -3.120], [2.427, 0.193, -0.941], [5.361, 3.500, 3.520], [4.361, 2.467, 4.124], [3.427, 2.959, 5.111], [4.899, 1.146, 4.222], [3.432, 2.285, 2.811], [6.246, 3.752, 4.930], [7.370, 2.885, 5.058], [5.611, 4.216, 6.135], [6.917, 5.110, 4.425], [-6.817, 1.549, -3.151], [-6.165, 1.660, -4.607], [-5.379, 2.845, -4.840], [-6.856, 0.986, -5.662], [-4.956, 0.618, -4.317], [-8.202, 2.369, -3.549], [-9.324, 1.546, -3.879], [-8.126, 3.670, -4.153], [-8.521, 2.785, -1.993], [2.795, 5.535, -0.465], [1.405, 4.826, -0.259], [1.382, 3.673, 0.620], [0.539, 4.726, -1.406], [0.605, 5.949, 0.595], [3.329, 4.469, -1.696], [2.895, 4.608, -3.057], [3.670, 3.170, -1.232], [4.760, 5.212, -1.717]],
  "mulliken_charge": [0.356, 0.210, -0.148, -0.520, -0.002, 1.938, 0.522, -1.083, 0.115, -0.286, -0.210, -0.305, 0.423, -0.387, 0.519, 0.269, -0.181, -0.009, -1.561, 0.385, -0.616, 0.192, -0.982, 0.313, 0.427, 0.356, -0.204, 0.256, 0.449, 0.463, 0.399, 0.448, 0.154, 0.267, 0.388, 0.267, -1.860, 0.974, 0.213, -0.533, 0.189, -0.120, 0.359, 0.334, 0.404, 0.510, 0.527, 0.281, -0.538, 0.655, -0.414, 0.176, 0.376, -0.374, -0.886, -0.758, -1.047, 0.083, 0.789, 1.445, -0.197, -0.830, -1.507, -1.721, -0.461, -0.717, -1.185, -0.483, -0.700, -0.583, -1.521, 0.388, 0.319, 0.022, 0.445, 0.369, 0.317, 0.406, 0.841, -0.231, -0.318, -0.717, 0.180, 0.352, 0.522, 0.201, 0.521, 0.118, 0.448, 0.782, 0.841, 0.344, 0.228, 0.408, 0.344, 0.306, 0.306, 0.387, -0.047, 0.647, 0.610, 0.252, 0.194, 0.650, 0.436, 0.356, 0.324, -0.343, 0.797, -0.508, -0.621, -0.268, 0.900, -0.633, -0.611, -0.231, -0.193, 0.697, -0.482, -0.541, -0.265, 0.751, -0.451, -0.708, -0.307, -0.295, 1.109, -0.623, -0.615, -0.175, 1.089, -0.605, -0.589, -0.299, -0.392, 1.025, -0.511, -0.596, -0.260, 0.999, -0.564, -0.534, -0.316, -0.464, 1.008, -0.110, -0.576, -0.458, 1.082, -0.600, -0.445, -0.319]
}


(2)
{
  "formula": "C5H10O2",
  "method": "ωB97M-V/def2-TZVPD",
  "charge": 0,
  "smiles": "C[C@H]1OCC[C@H]1O",
  "species": ["C", "C", "O", "C", "C", "C", "O", "H", "H", "H", "H", "H", "H", "H", "H", "H", "H"],
  "xyz": [[1.988, -0.086, -0.598], [0.846, 0.259, 0.349], [0.150, 1.399, -0.159], [-1.247, 1.171, -0.192], [-1.502, -0.052, 0.687], [-0.207, -0.853, 0.530], [-0.265, -1.774, -0.543], [2.663, 0.770, -0.688], [1.601, -0.323, -1.595], [2.550, -0.953, -0.232], [1.253, 0.524, 1.338], [-1.569, 0.998, -1.234], [-1.760, 2.069, 0.168], [-1.647, 0.248, 1.729], [-2.367, -0.643, 0.378], [0.018, -1.464, 1.408], [-0.504, -1.292, -1.347]],
  "nbo_charge": [-0.618, 0.068, -0.537, -0.069, -0.463, 0.073, -0.706, 0.219, 0.206, 0.216, 0.173, 0.156, 0.189, 0.215, 0.227, 0.191, 0.460]
}


(3)
{
  "formula": "C42H63Br10N2O7PS2",
  "method": "ωB97M-V/def2-TZVPD",
  "charge": 0,
  "smiles": "CCP(C)N1c2c(ON=O)cccc2Sc2c(CCCS)c(CCCCCCOC(C)=O)c(CCOC(C)=O)c(CC=O)c21.BrCCBr.BrCCBr.BrCCBr.BrCCBr.BrCCBr",
  "species": ["C", "C", "P", "C", "N", "C", "C", "O", "N", "O", "C", "C", "C", "C", "S", "C", "C", "C", "C", "C", "S", "C", "C", "C", "C", "C", "C", "C", "O", "C", "C", "O", "C", "C", "C", "O", "C", "C", "O", "C", "C", "C", "O", "C", "H", "H", "H", "H", "H", "H", "H", "H", "H", "H", "H", "H", "H", "H", "H", "H", "H", "H", "H", "H", "H", "H", "H", "H", "H", "H", "H", "H", "H", "H", "H", "H", "H", "H", "H", "H", "H", "H", "H", "H", "H", "H", "H", "Br", "C", "C", "Br", "H", "H", "H", "H", "Br", "C", "C", "Br", "H", "H", "H", "H", "Br", "C", "C", "Br", "H", "H", "H", "H", "Br", "C", "C", "Br", "H", "H", "H", "H", "Br", "C", "C", "Br", "H", "H", "H", "H"],
  "xyz": [[0.428, -1.666, 4.209], [1.914, -1.317, 4.736], [3.181, -2.731, 4.452], [2.332, -4.404, 4.886], [3.662, -2.828, 2.737], [3.773, -4.210, 2.242], [5.101, -4.966, 2.626], [6.090, -4.246, 3.430], [7.219, -4.011, 2.684], [6.896, -3.452, 1.674], [5.414, -6.429, 2.248], [4.353, -7.204, 1.404], [3.019, -6.489, 1.017], [2.720, -5.002, 1.432], [1.138, -4.147, 1.027], [1.655, -2.348, 0.986], [0.859, -1.355, 0.057], [-0.346, -1.926, -0.815], [-1.599, -2.469, 0.045], [-2.025, -3.893, -0.638], [-3.573, -4.619, 0.082], [1.348, 0.138, 0.042], [0.572, 1.190, -0.918], [-0.499, 2.093, -0.082], [-0.473, 3.646, -0.494], [-0.874, 3.901, -2.043], [0.410, 3.879, -3.013], [0.479, 5.121, -4.029], [0.528, 4.679, -5.429], [1.786, 4.034, -5.690], [1.747, 2.471, -6.100], [2.896, 4.607, -5.649], [2.581, 0.625, 0.900], [3.040, 2.148, 0.812], [3.137, 2.883, 2.259], [4.538, 3.327, 2.362], [4.809, 3.865, 3.643], [6.071, 4.872, 3.760], [4.192, 3.605, 4.704], [3.331, -0.443, 1.784], [4.624, 0.014, 2.634], [5.790, 0.584, 1.653], [6.851, 1.073, 2.106], [2.870, -1.949, 1.856], [0.247, -1.021, 3.274], [-0.344, -1.423, 5.037], [0.353, -2.759, 3.892], [1.833, -1.184, 5.884], [2.319, -0.307, 4.353], [1.844, -4.290, 5.922], [3.175, -5.175, 5.007], [1.599, -4.750, 4.075], [6.400, -6.875, 2.600], [4.616, -8.273, 1.119], [2.250, -7.100, 0.428], [0.085, -2.821, -1.412], [-0.762, -1.205, -1.594], [-1.307, -2.740, 1.130], [-2.529, -1.812, -0.022], [-1.107, -4.589, -0.568], [-2.165, -3.666, -1.756], [-3.215, -4.931, 1.397], [1.405, 1.845, -1.384], [0.059, 0.677, -1.804], [-1.551, 1.680, -0.280], [-0.238, 1.990, 1.036], [-1.254, 4.234, 0.126], [0.560, 4.108, -0.324], [-1.332, 4.948, -2.099], [-1.708, 3.169, -2.355], [1.350, 3.841, -2.351], [0.361, 2.902, -3.618], [1.424, 5.731, -3.818], [-0.414, 5.825, -3.947], [1.238, 1.860, -5.282], [1.190, 2.333, -7.097], [2.800, 2.040, -6.256], [2.382, 2.816, 0.166], [4.092, 2.155, 0.330], [2.461, 3.814, 2.276], [2.832, 2.197, 3.121], [6.199, 5.260, 4.824], [6.988, 4.307, 3.359], [5.880, 5.733, 3.016], [4.374, 0.834, 3.410], [5.109, -0.838, 3.218], [5.528, 0.523, 0.523], [0.337, 0.023, 8.121], [-1.320, 0.991, 7.786], [-2.522, 0.151, 8.134], [-2.868, -1.183, 6.756], [-1.299, 1.304, 6.742], [-1.268, 1.874, 8.426], [-3.423, 0.765, 8.169], [-2.417, -0.385, 9.077], [-3.519, 4.617, -4.614], [-3.970, 5.727, -6.151], [-3.401, 7.117, -6.008], [-4.454, 8.188, -4.766], [-5.056, 5.712, -6.246], [-3.528, 5.217, -7.009], [-3.452, 7.653, -6.958], [-2.373, 7.128, -5.645], [-9.561, 7.296, -3.616], [-8.739, 8.790, -4.562], [-8.841, 8.613, -6.056], [-7.535, 7.320, -6.704], [-7.712, 8.866, -4.204], [-9.298, 9.671, -4.240], [-8.597, 9.545, -6.570], [-9.821, 8.268, -6.385], [-3.018, -5.862, -3.664], [-2.353, -5.111, -5.334], [-0.874, -5.361, -5.494], [0.172, -4.147, -4.383], [-2.614, -4.052, -5.333], [-2.916, -5.619, -6.118], [-0.557, -5.153, -6.518], [-0.576, -6.375, -5.226], [-3.857, -8.918, 0.581], [-5.803, -8.975, 0.676], [-6.345, -7.823, 1.485], [-6.117, -8.133, 3.396], [-6.074, -9.951, 1.078], [-6.139, -8.908, -0.360], [-7.422, -7.725, 1.341], [-5.864, -6.872, 1.257]],
  "mulliken_charge": [0.148, 0.314, -0.196, -0.900, 1.194, -0.647, 0.156, -0.164, 0.104, -0.260, -0.521, -0.569, -0.584, 0.868, -0.312, 0.733, 0.326, -0.772, -0.230, -0.402, -0.226, -0.367, -0.580, -0.567, -0.660, -0.616, 0.450, -0.508, -0.318, 0.659, -0.723, -0.550, 0.428, -0.077, -0.741, -0.284, 0.721, -0.894, -0.556, 0.031, -0.045, -0.100, -0.554, -1.222, -0.039, -0.181, 0.061, 0.150, -0.239, 0.393, 0.315, 0.210, 0.366, 0.313, 0.331, 0.219, 0.145, 0.138, 0.362, 0.182, 0.230, 0.135, 0.226, 0.446, 0.367, 0.317, 0.353, 0.242, 0.364, 0.237, 0.070, -0.252, 0.293, 0.235, 0.152, 0.265, 0.288, -0.460, 0.434, 0.451, 0.331, 0.294, 0.251, 0.261, 0.167, 0.268, 0.297, -0.119, -0.624, -0.560, -0.140, 0.373, 0.362, 0.336, 0.365, -0.130, -0.341, -0.496, -0.121, 0.083, 0.370, 0.356, 0.270, -0.122, -0.428, -0.571, -0.114, 0.213, 0.334, 0.347, 0.368, -0.119, -0.611, -0.547, -0.114, 0.369, 0.349, 0.321, 0.373, -0.125, -0.587, -0.349, -0.124, 0.380, 0.332, 0.334, 0.133]
}


(4)
{
  "formula": "C40H45F4N8PbSSi",
  "method": "ωB97M-V/def2-TZVPD",
  "charge": 1,
  "species": ["Pb", "C", "C", "C", "C", "C", "C", "C", "C", "C", "C", "C", "C", "H", "H", "H", "H", "H", "H", "H", "H", "H", "H", "H", "H", "H", "H", "H", "H", "H", "H", "N", "C", "C", "N", "H", "H", "H", "H", "H", "H", "H", "H", "C", "Si", "C", "C", "C", "C", "C", "C", "N", "C", "S", "H", "H", "H", "H", "H", "H", "H", "H", "H", "H", "H", "H", "C", "C", "C", "C", "N", "C", "C", "H", "H", "H", "H", "H", "H", "H", "F", "C", "C", "F", "C", "C", "C", "F", "C", "C", "C", "N", "C", "N", "F", "C", "C", "N", "C", "N"],
  "xyz": [[0.212, 0.960, 0.227], [-0.874, 2.218, 4.030], [-1.578, 1.402, 2.971], [-2.460, 2.002, 2.061], [-2.617, 3.506, 2.037], [-3.211, 1.204, 1.190], [-4.252, 1.817, 0.283], [-3.041, -0.185, 1.184], [-3.872, -1.008, 0.227], [-2.136, -0.786, 2.069], [-1.992, -2.289, 2.135], [-1.389, 0.012, 2.948], [-0.406, -0.631, 3.897], [0.154, 2.465, 3.745], [-0.820, 1.664, 4.965], [-1.399, 3.146, 4.242], [-3.461, 3.837, 2.649], [-2.793, 3.874, 1.026], [-1.730, 4.007, 2.418], [-3.908, 1.888, -0.755], [-4.539, 2.815, 0.602], [-5.160, 1.215, 0.270], [-4.898, -1.123, 0.589], [-3.467, -2.006, 0.086], [-3.930, -0.533, -0.753], [-1.161, -2.651, 1.518], [-2.894, -2.801, 1.810], [-1.796, -2.617, 3.153], [-0.897, -0.933, 4.827], [0.407, 0.046, 4.144], [0.048, -1.519, 3.459], [1.633, 1.021, -1.909], [0.934, 1.412, -3.148], [0.115, 2.676, -2.953], [-0.930, 2.444, -1.952], [2.403, 1.658, -1.730], [2.031, 0.092, -1.994], [0.265, 0.592, -3.420], [1.634, 1.559, -3.973], [-0.284, 2.985, -3.923], [0.761, 3.478, -2.589], [-1.636, 1.811, -2.314], [-1.403, 3.302, -1.694], [6.107, -1.697, 3.053], [4.327, -1.736, 3.619], [3.973, -0.282, 4.722], [4.004, -3.306, 4.583], [3.279, -1.870, 2.035], [3.361, -3.083, 1.366], [2.675, -3.325, 0.177], [1.876, -2.314, -0.297], [1.761, -1.132, 0.317], [2.463, -0.880, 1.440], [2.306, 0.750, 2.049], [6.786, -1.702, 3.909], [6.314, -0.799, 2.467], [6.346, -2.565, 2.434], [4.560, -0.402, 5.638], [2.919, -0.225, 4.999], [4.246, 0.663, 4.256], [4.599, -3.314, 5.499], [4.265, -4.205, 4.020], [2.952, -3.384, 4.868], [3.981, -3.875, 1.774], [2.748, -4.269, -0.343], [1.297, -2.440, -1.206], [3.094, 7.346, 0.509], [2.495, 5.975, 0.404], [3.283, 4.841, 0.242], [2.687, 3.593, 0.185], [1.368, 3.412, 0.255], [0.608, 4.499, 0.410], [1.119, 5.779, 0.494], [4.150, 7.340, 0.248], [2.999, 7.720, 1.529], [2.576, 8.047, -0.145], [4.360, 4.923, 0.174], [3.292, 2.694, 0.122], [-0.462, 4.330, 0.471], [0.448, 6.618, 0.629], [-2.633, -1.195, -3.845], [-2.726, -2.416, -4.368], [-3.215, -2.556, -5.605], [-3.590, -1.480, -6.272], [-3.343, -3.855, -6.257], [-2.993, -4.986, -5.405], [-2.517, -4.840, -4.162], [-2.208, -5.915, -3.455], [-2.292, -3.539, -3.554], [-1.715, -3.391, -2.334], [-1.379, -2.115, -1.761], [-1.040, -1.121, -1.299], [-1.318, -4.474, -1.475], [-0.968, -5.257, -0.711], [-3.144, -6.202, -5.893], [-3.723, -3.994, -7.550], [-3.811, -5.261, -8.226], [-3.864, -6.232, -8.835], [-4.049, -2.886, -8.406], [-4.297, -2.044, -9.147]],
  "mulliken_charge": [1.228, -2.320, 0.190, 2.079, -2.949, 0.830, -2.215, 2.112, -2.496, 0.507, -2.412, 1.876, -2.431, 0.264, 0.456, 0.537, 0.370, 0.571, 0.595, 0.201, 0.495, 0.458, 0.473, 0.359, 0.410, 0.273, 0.505, 0.461, 0.395, 0.429, 0.490, -0.344, -0.493, -0.748, -0.340, 0.168, 0.206, 0.135, 0.455, 0.455, 0.310, 0.060, 0.260, -1.110, 0.186, -0.941, -1.086, 0.444, -0.340, -1.427, -0.442, 0.195, 0.451, -0.536, 0.339, 0.327, 0.344, 0.387, 0.234, 0.302, 0.357, 0.339, 0.312, 0.301, 0.438, 0.452, -1.411, 1.141, -1.271, -0.549, 0.554, -0.439, -1.087, 0.358, 0.318, 0.375, 0.362, 0.532, 0.402, 0.450, -0.250, 0.306, -0.035, -0.288, 0.184, 0.333, -0.207, -0.302, 0.723, 1.080, -0.576, 0.212, -0.538, -0.549, -0.276, 1.235, -0.173, -0.430, -0.128, -0.447]
}


| no. | frontier orbital gap (eV) |
| --- | --- |
| 1 | 8.154 |
| 2 | 10.503 |
| 3 | 7.509 |
| 4 | 4.308 |